[1]
An isolated molecule of C6H9NS in a non-equilibrium geometry, computed with ωB97M-V/def2-TZVPD.

XYZ file:
```
17
Properties=species:S:1:pos:R:3:forces:R:3:mulliken_charge:R:1
C -1.3986 1.0560 -0.3316 -0.28 0.52 -0.87 0.222
C -0.5054 -1.1888 -1.0674 -0.21 2.62 0.66 0.245
C -1.1509 -2.0324 -0.0234 1.95 -0.37 -0.09 -0.998
C 1.4993 1.6607 0.7362 -3.77 0.48 -0.15 -1.380
C 0.8007 0.3316 0.5599 -2.02 0.78 1.83 -0.452
C -0.1450 0.3412 -0.6328 0.17 -1.69 -0.78 -0.328
N -2.3784 1.6652 -0.2866 0.56 -0.47 0.35 -0.500
S 0.1123 -1.5241 -2.5725 0.11 -0.50 -0.56 -0.128
H -1.2658 -1.3903 0.8224 -0.47 0.20 0.72 0.286
H -0.4075 -2.7941 0.2710 -0.28 -0.04 0.13 0.291
H -2.0543 -2.5595 -0.2314 -0.79 -0.09 -0.54 0.366
H 0.7421 2.4914 0.5187 1.08 -0.90 0.65 0.284
H 2.1773 1.6825 -0.0173 2.58 0.60 -2.00 0.412
H 1.9070 1.7329 1.6978 0.76 0.43 1.24 0.416
H 1.4681 -0.4713 0.5406 1.27 -1.24 -0.56 0.473
H 0.2024 0.1176 1.4724 0.14 0.16 -0.44 0.269
H 0.3967 0.8813 -1.4561 -0.78 -0.50 0.43 0.520
```
Forces are in eV/Å.

LUMO energy (spin up / spin down)	0.77 / -2.57	eV
spin multiplicity	3
orbital gap (spin up / spin down)	7.8317 / 7.9196	eV
ΔE to the lowest compared entry with this formula, charge and spin	0.000	eV
max |F|	3.806	eV/A

[2]
A cluster of 2 separate species, C32H31NO2 in total in a non-equilibrium geometry, computed with ωB97M-V/def2-TZVPD.

XYZ file:
```
66
Properties=species:S:1:pos:R:3:forces:R:3:mulliken_charge:R:1
C 5.0529 3.8213 -0.3878 0.40 0.20 -0.13 -1.728
C 3.6848 3.6147 0.1675 -0.26 -0.64 -0.24 1.220
C 3.5380 3.1061 1.4628 -0.19 0.45 -0.18 -0.804
C 2.2747 2.8929 1.9797 -0.58 -0.37 -0.38 -0.913
C 1.1295 2.9270 1.1216 1.48 1.30 -0.05 0.338
C -0.0855 2.2883 1.5407 0.00 -2.01 1.23 -0.935
C -1.3936 2.5447 0.9775 -1.39 0.44 -0.96 1.388
C -2.5070 2.6692 1.8457 0.57 -0.08 0.08 -0.618
C -3.7527 3.0596 1.3793 0.17 0.19 -0.51 -0.972
C -3.9500 3.3187 0.0097 0.28 -0.71 0.16 1.114
C -5.2790 3.7528 -0.5180 -0.47 0.14 -0.18 -1.472
C -2.9044 3.0628 -0.8863 0.05 0.11 0.50 -1.616
C -1.6474 2.7031 -0.4175 0.38 0.04 0.46 0.222
C 1.2819 3.6056 -0.1094 0.00 -0.32 0.22 -0.327
C 2.5472 3.8987 -0.5953 0.37 0.19 0.36 -0.889
H 5.0245 3.9100 -1.4780 0.08 0.04 0.15 0.358
H 5.4733 4.7465 0.0272 0.11 -0.16 -0.17 0.400
H 5.7269 2.9947 -0.1248 -0.16 0.21 -0.05 0.388
H 4.4323 2.8785 2.0454 -0.25 0.30 0.04 0.403
H 2.1544 2.6885 3.0505 0.02 -0.25 -0.59 0.830
H -0.1229 2.0332 2.6044 -0.07 0.63 -0.19 0.863
H -2.3550 2.4786 2.9198 -0.10 0.14 -0.55 0.329
H -4.5793 3.1954 2.0761 0.17 -0.04 -0.13 0.379
H -5.1628 4.1476 -1.5363 -0.14 0.03 0.31 0.370
H -5.9974 2.9200 -0.5822 0.25 0.16 0.10 0.270
H -5.7284 4.5200 0.1279 0.09 -0.14 -0.25 0.380
H -3.0771 3.1548 -1.9612 0.07 0.06 0.33 0.324
H -0.8440 2.5502 -1.1495 -0.56 -0.04 0.47 0.050
H 0.4129 3.9296 -0.6812 0.31 -0.38 0.14 0.662
H 2.6740 4.3436 -1.5868 -0.11 -0.05 0.35 0.351
C 2.7690 0.5997 -2.4620 0.36 -0.14 -0.05 -1.002
C 1.2850 0.5862 -2.1758 -0.38 -0.05 0.48 -0.202
O 1.1855 0.4850 -0.7220 -0.32 0.14 -0.28 -0.120
C -0.0048 0.2093 -0.1216 -0.84 -1.39 -0.28 -0.298
C 0.2075 0.1271 1.3693 1.15 1.08 -1.78 -0.316
N -0.8181 -0.2427 2.1395 -1.90 0.06 2.32 0.022
C -0.8859 -0.3396 3.4548 0.90 0.32 -2.26 -0.205
C -2.2299 -0.5267 4.0214 -0.93 -0.25 0.31 0.340
C -2.5620 -0.3462 5.3834 -0.13 -0.24 -0.30 -0.457
C -3.8253 -0.7192 5.8548 -0.24 -0.07 -0.36 -0.843
C -4.7739 -1.2589 4.9725 0.11 0.18 -0.09 -0.398
C -4.4848 -1.3393 3.5984 0.08 0.27 0.60 -0.717
C -3.2366 -0.9386 3.1309 -0.29 -0.33 0.21 -0.265
C 0.3100 -0.3646 4.3214 0.74 -0.30 0.84 0.728
C 0.3330 -1.1601 5.4894 0.28 -0.08 -0.09 -0.566
C 1.5063 -1.3137 6.2427 -0.02 0.20 -0.19 -0.871
C 2.6719 -0.6227 5.8735 -0.06 0.13 -0.31 -0.411
C 2.6692 0.1857 4.7148 -0.22 -0.50 0.65 -1.240
C 1.5027 0.2872 3.9581 0.00 -0.01 0.02 0.889
O -1.0537 0.0154 -0.7169 1.28 0.38 0.45 -0.614
H 2.9549 0.7814 -3.5288 -0.08 -0.09 0.21 0.416
H 3.2845 1.3890 -1.8874 -0.30 -0.33 -0.17 0.092
H 3.1999 -0.3796 -2.1932 -0.05 0.43 -0.09 0.292
H 0.7982 1.5098 -2.5368 0.08 -0.33 0.31 0.195
H 0.7774 -0.2762 -2.6404 0.14 0.35 0.24 0.382
H 1.2204 -0.2732 1.5778 -0.27 0.80 0.00 0.795
H -1.8346 0.0565 6.0881 -0.18 -0.08 -0.25 0.639
H -4.0839 -0.5971 6.9124 0.19 -0.04 -0.43 0.385
H -5.7538 -1.5842 5.3472 0.49 0.17 -0.16 0.355
H -5.2428 -1.7084 2.9092 0.21 0.09 0.11 0.411
H -2.9991 -0.9733 2.0691 -0.02 -0.08 0.27 0.464
H -0.5773 -1.6921 5.7771 0.50 0.07 -0.08 0.605
H 1.5137 -1.9899 7.1140 -0.03 0.50 -0.51 0.360
H 3.5869 -0.7232 6.4771 -0.51 0.04 -0.37 0.356
H 3.5819 0.7083 4.4015 -0.45 -0.21 0.14 0.427
H 1.5063 0.8681 3.0435 0.16 -0.14 0.54 0.008
```
Forces are in eV/Å.

LUMO energy	-0.76	eV
orbital gap	6.3801	eV
ΔE to the lowest compared entry with this formula, charge and spin	2.081	eV
max |F|	3.000	eV/A

[3]
An isolated molecule of C3H8OSi in a non-equilibrium geometry, computed with ωB97M-V/def2-TZVPD.

XYZ file:
```
13
Properties=species:S:1:pos:R:3:forces:R:3:mulliken_charge:R:1
O 3.0662 0.0243 -0.5847 -0.13 -0.48 0.35 -0.466
C 2.6447 -0.5534 0.3871 -0.15 1.01 0.00 -0.004
C 1.1994 -0.6385 0.8062 -1.51 -0.47 -1.21 -0.486
C 0.1347 0.0755 -0.2503 1.96 -2.13 1.36 -0.615
Si -1.6842 -0.2056 -0.1505 -0.53 -1.70 -0.80 0.359
H 3.3207 -1.0388 1.1218 0.15 -0.08 -0.21 0.327
H 1.1117 -0.2787 1.8553 -0.06 0.00 -0.69 0.341
H 1.0640 -1.7504 0.8874 -0.32 0.74 -0.08 0.307
H 0.4380 -0.1958 -1.2859 0.15 0.77 0.68 0.301
H 0.1907 1.1056 0.0149 0.52 1.11 -0.57 0.277
H -2.1208 -1.5778 -0.7746 0.35 1.27 0.20 -0.089
H -2.3170 0.9761 -0.7949 -0.08 -0.28 0.03 -0.120
H -2.1154 -0.3765 1.2073 -0.34 0.23 0.94 -0.132
```
Forces are in eV/Å.

LUMO energy	0.89	eV
orbital gap	10.8549	eV
ΔE to the lowest compared entry with this formula, charge and spin	1.631	eV
max |F|	3.197	eV/A
SMILES string	O=CCC[SiH3]

[4]
A structure of composition C58H48N5O2PSTi in a non-equilibrium geometry, computed with ωB97M-V/def2-TZVPD.

XYZ file:
```
116
Properties=species:S:1:pos:R:3:forces:R:3:mulliken_charge:R:1
Ti -0.3011 -0.6806 -1.3523 -0.85 -1.03 -0.55 -2.207
N -3.2188 -0.0428 -5.0913 -0.09 -0.08 0.10 -0.290
C -2.4641 -0.7068 -4.1518 0.00 0.16 -0.29 0.375
S -3.2118 -1.5261 -2.8937 -0.06 0.09 0.14 -0.403
N -1.1569 -0.5754 -4.3904 -0.03 0.29 0.16 -1.608
N -0.3719 -1.1654 -3.4649 0.59 0.10 -0.58 1.235
C 0.8014 -1.4834 -3.9018 -0.11 -0.36 -0.05 -0.850
C 1.5950 -2.5072 -3.2159 -0.05 0.11 -0.01 0.828
C 2.8028 -2.9535 -3.7353 0.08 -0.04 -0.02 -1.047
C 3.3447 -4.1236 -3.2267 0.02 0.01 0.01 -0.389
C 2.6743 -4.7919 -2.2170 -0.03 0.00 -0.04 -1.015
C 1.5164 -4.2193 -1.7041 -0.01 0.02 0.08 0.000
N 0.9929 -3.1039 -2.1833 0.00 0.11 -0.13 0.325
H -4.1807 -0.3320 -5.1473 0.02 0.02 -0.01 0.268
H -2.7531 0.1844 -5.9558 0.02 0.00 0.00 0.248
H 1.0618 -1.1866 -4.9146 0.05 -0.08 -0.03 0.325
H 3.2849 -2.4140 -4.5406 -0.02 -0.02 -0.02 0.482
H 4.2727 -4.5139 -3.6237 0.00 0.00 0.00 0.474
H 3.0399 -5.7303 -1.8241 0.01 0.02 0.03 0.445
H 0.9775 -4.6771 -0.8796 0.00 0.00 0.01 0.352
O 1.3928 -0.5360 -0.8854 0.86 0.54 0.55 1.947
C 2.6599 0.1010 -0.8691 0.07 -0.18 -0.08 1.164
C 2.7983 0.8298 -2.2203 -0.07 0.03 0.01 -1.451
C 1.7745 1.8978 -2.5259 0.00 -0.14 -0.10 -0.724
C 2.2018 3.1868 -2.8182 0.02 0.04 -0.08 -0.549
C 1.2680 4.1668 -3.0957 0.03 0.00 0.01 -1.183
C -0.0691 3.8299 -3.0532 -0.03 0.01 -0.05 -0.939
C -0.4301 2.5204 -2.7655 -0.01 -0.06 0.13 -0.614
C -1.8763 2.1744 -2.5735 0.06 -0.01 0.09 -0.383
C -2.1500 1.7616 -1.1113 0.00 0.01 0.02 1.631
O -1.4474 0.5493 -0.8831 -0.27 0.82 0.34 1.134
C -3.6273 1.5190 -0.8332 -0.04 -0.11 -0.07 -0.423
C -3.9875 1.1996 0.4716 0.01 -0.01 0.04 0.692
C -5.3107 0.9736 0.8050 -0.03 0.00 -0.05 -0.707
C -6.2970 1.0703 -0.1707 0.02 0.00 0.00 -0.839
C -5.9433 1.3828 -1.4726 0.01 -0.01 0.00 -1.113
C -4.6113 1.6024 -1.8054 -0.03 -0.01 0.00 -0.275
C -1.6381 2.8830 -0.2077 0.04 0.06 -0.13 0.435
C -0.3907 2.8431 0.3942 0.02 -0.05 -0.08 1.170
C 0.1006 3.9592 1.0624 -0.01 0.03 0.00 -0.823
C -0.6452 5.1239 1.1309 -0.01 -0.01 0.01 -0.816
C -1.9044 5.1642 0.5442 0.00 0.00 0.01 -1.090
C -2.3949 4.0513 -0.1166 0.00 -0.01 0.03 -0.232
N 0.4798 1.5578 -2.5451 0.05 0.17 0.21 0.609
C 3.7337 -0.9887 -0.7571 0.09 0.01 -0.10 0.561
C 3.4165 -2.2136 -0.1871 0.02 0.00 0.03 0.952
C 4.3964 -3.1740 0.0221 0.02 0.04 0.01 -0.549
C 5.7079 -2.9291 -0.3519 -0.02 0.02 0.00 -1.008
C 6.0357 -1.7017 -0.9132 -0.01 -0.02 0.01 -0.892
C 5.0599 -0.7352 -1.1012 0.00 -0.05 -0.03 -0.670
C 2.8762 0.9795 0.3732 -0.21 0.01 0.04 0.475
C 3.2311 2.3188 0.3040 0.08 -0.01 0.01 -0.130
C 3.5179 3.0438 1.4577 0.03 -0.01 -0.03 -0.891
C 3.4267 2.4451 2.7011 -0.01 -0.04 -0.01 -0.696
C 3.0684 1.1033 2.7842 -0.02 0.06 0.01 -0.736
C 2.8148 0.3811 1.6330 -0.10 0.00 -0.02 0.220
H 2.7273 0.0476 -2.9796 0.06 0.03 -0.02 0.593
H 3.7892 1.2719 -2.3011 0.00 0.00 -0.03 0.592
H 3.2606 3.4125 -2.8285 0.00 0.00 0.02 0.562
H 1.5785 5.1804 -3.3143 0.00 -0.01 -0.02 0.435
H -0.8395 4.5691 -3.2249 -0.01 0.00 0.02 0.493
H -2.1588 1.3547 -3.2216 -0.07 -0.05 -0.08 -0.698
H -2.4894 3.0415 -2.8156 0.01 0.02 -0.02 0.960
H -3.2168 1.1303 1.2286 -0.06 0.05 -0.04 -0.062
H -5.5722 0.7272 1.8267 0.01 0.00 -0.02 0.418
H -7.3349 0.8967 0.0835 0.00 0.00 0.00 0.415
H -6.7019 1.4400 -2.2427 -0.01 0.01 0.00 0.443
H -4.3560 1.8161 -2.8344 0.00 -0.01 -0.02 0.332
H 0.2004 1.9359 0.3453 0.02 0.02 0.02 -0.287
H 1.0725 3.9107 1.5327 0.03 -0.02 0.00 0.130
H -0.2521 5.9942 1.6414 -0.01 -0.01 0.02 0.411
H -2.5058 6.0627 0.6038 0.00 0.00 0.00 0.406
H -3.3826 4.0833 -0.5618 0.01 0.00 -0.01 0.535
H 2.3924 -2.4031 0.1047 0.01 -0.02 -0.02 -0.561
H 4.1301 -4.1188 0.4798 -0.01 -0.01 -0.01 0.584
H 6.4711 -3.6812 -0.2002 0.01 0.00 0.02 0.390
H 7.0599 -1.4872 -1.1907 0.00 -0.01 -0.01 0.456
H 5.3545 0.2290 -1.4954 -0.02 -0.01 -0.01 0.352
H 3.2979 2.8223 -0.6466 0.02 0.01 -0.02 0.167
H 3.8108 4.0833 1.3744 -0.02 0.01 -0.01 0.402
H 3.6414 3.0117 3.5982 0.00 -0.01 0.00 0.397
H 2.9947 0.6137 3.7474 0.00 -0.01 0.00 0.449
H 2.5763 -0.6693 1.7167 -0.06 -0.01 0.00 0.401
C 1.3267 -3.3879 5.4173 0.02 0.00 -0.03 -0.739
C 1.6107 -3.6174 4.0750 0.01 0.01 0.05 -0.664
C 1.0816 -2.7855 3.1046 -0.03 0.05 -0.04 -0.176
C 0.2472 -1.7165 3.4462 0.04 0.03 -0.16 0.674
C 0.0034 -1.4729 4.7929 0.00 0.03 0.06 -1.056
C 0.5345 -2.3087 5.7712 0.02 0.03 -0.02 -0.665
P -0.4394 -0.7098 2.0555 -0.16 -0.02 0.15 1.637
C -1.6780 0.3037 2.9599 0.00 -0.16 0.09 0.392
C -2.9244 -0.1438 3.4017 -0.03 -0.03 -0.02 -0.217
C -3.7763 0.7039 4.0922 0.04 0.04 -0.01 -0.548
C -3.3990 2.0172 4.3503 -0.03 -0.04 -0.02 -0.817
C -2.1614 2.4720 3.9248 0.01 0.01 -0.05 -0.609
C -1.3081 1.6164 3.2381 0.12 0.02 0.10 -0.658
C -1.3636 -2.0437 1.1919 0.20 -0.12 -0.10 -0.139
C -2.1282 -2.9838 1.8923 0.02 -0.02 0.05 -0.409
C -2.6921 -4.0645 1.2433 -0.02 0.01 0.01 -1.100
C -2.4447 -4.2492 -0.1113 0.00 0.00 0.03 -1.167
C -1.6680 -3.3383 -0.8040 0.20 -0.08 -0.07 -0.413
C -1.1216 -2.2056 -0.1849 -0.30 -0.14 0.66 1.220
H 1.7234 -4.0468 6.1788 0.02 0.01 0.00 0.361
H 2.2419 -4.4491 3.7879 0.00 -0.01 0.00 0.431
H 1.2963 -2.9779 2.0578 -0.04 -0.03 0.01 0.230
H -0.6097 -0.6316 5.0911 -0.05 -0.02 -0.02 0.465
H 0.3201 -2.1130 6.8144 0.00 0.00 0.00 0.428
H -3.2472 -1.1532 3.1846 -0.01 0.09 0.01 0.157
H -4.7414 0.3414 4.4237 -0.01 0.00 0.00 0.485
H -4.0721 2.6816 4.8770 0.00 0.00 0.00 0.367
H -1.8622 3.4960 4.1095 0.02 0.00 0.01 0.429
H -0.3376 1.9739 2.9126 -0.07 -0.02 0.02 0.560
H -2.2604 -2.8861 2.9636 0.07 -0.04 -0.01 0.468
H -3.3086 -4.7666 1.7909 0.04 -0.03 0.01 0.430
H -2.8566 -5.1079 -0.6276 -0.01 0.01 -0.01 0.452
H -1.4766 -3.5138 -1.8539 -0.07 0.04 0.04 0.668
```
Forces are in eV/Å.

LUMO energy	-0.43	eV
orbital gap	6.7934	eV
ΔE to the lowest compared entry with this formula, charge and spin	0.352	eV
max |F|	1.446	eV/A